(one)
The following is a DFT calculation (ωB97M-V/def2-TZVPD) of 4 unconnected molecules or ions with the total composition C4H16N8O4.

* frontier orbital gap: 9.8 eV
* total charge: 0
* SMILES: NC(N)=O.NC(N)=O.NC(N)=O.NC(N)=O
* E_HOMO: -9.32 eV

Each atom is followed by the atoms it is bonded to, with distances in Å.
Cartesian coordinates (Å):
1 H -1.03047 0.15353 -5.27050  N26 1.010
2 N 1.25562 1.70737 1.26718  H14 1.010, H18 1.010, C29 1.335
3 N -2.61363 -1.43591 3.67839  H10 1.010, C28 1.296, H31 1.010
4 N -2.80241 -0.74188 1.61424  H5 1.010, H7 1.010, C28 1.313
5 H -2.03529 -1.22431 1.16827  N4 1.010
6 H 4.51040 -1.94104 -1.20227  N12 1.010
7 H -3.37636 -0.10903 1.07555  N4 1.010
8 N -0.83234 1.54736 1.99647  H15 1.010, H27 1.010, C29 1.308
9 H -0.19492 1.85394 -2.68470  N32 1.010
10 H -1.62426 -1.24277 3.61572  N3 1.010
11 H -0.06601 1.37428 -4.40164  N26 1.010
12 N 4.59949 -0.93652 -1.14666  H6 1.010, C13 1.279, H23 1.010
13 C 3.49527 -0.48988 -0.68091  N12 1.279, N20 1.274, O22 1.173
14 H 1.92645 1.39488 0.57984  N2 1.010
15 H -0.49858 2.00063 2.83507  N8 1.010
16 C -1.16507 0.23135 -3.31649  O19 1.223, N26 1.252, N32 1.263
17 H 2.51936 -2.12806 -1.36841  N20 1.010
18 H 1.45048 2.33501 2.03412  N2 1.010
19 O -1.96675 -0.66258 -3.08208  C16 1.223
20 N 2.49794 -1.26671 -0.84140  C13 1.274, H17 1.010, H21 1.010
21 H 1.69506 -0.99393 -0.29270  N20 1.010
22 O 3.53293 0.48019 -0.02243  C13 1.173
23 H 5.41627 -0.44297 -0.81592  N12 1.010
24 O -0.12645 0.16075 0.42461  C29 1.211
25 O -4.52642 -0.93037 2.96868  C28 1.175
26 N -0.76086 0.64177 -4.42846  H1 1.010, H11 1.010, C16 1.252
27 H -1.73177 1.08790 1.99974  N8 1.010
28 C -3.41272 -1.18200 2.69050  N3 1.296, N4 1.313, O25 1.175
29 C 0.06852 1.10609 1.15647  N2 1.335, N8 1.308, O24 1.211
30 H -0.50577 0.41621 -1.60117  N32 1.010
31 H -3.11986 -1.71077 4.50801  N3 1.010
32 N -0.57785 0.94747 -2.45713  H9 1.010, C16 1.263, H30 1.010

=====

(two)
The following is a DFT calculation (ωB97M-V/def2-TZVPD) of 4 unconnected molecules or ions with the total composition C4H16N8O4.

* frontier orbital gap: 9.7 eV
* total charge: 0
* SMILES: NC(N)=O.NC(N)=O.NC(N)=O.NC(N)=O
* E_HOMO: -9.52 eV

Each atom is followed by the atoms it is bonded to, with distances in Å.
Cartesian coordinates (Å):
1 H 2.92461 -2.48173 2.18128  N23 1.006
2 C -1.92960 -0.12071 3.48430  O3 1.235, N5 1.366, N16 1.349
3 O -2.27216 1.02345 3.17140  C2 1.235
4 H -0.43766 -0.31778 0.14243  N32 1.005
5 N -0.64708 -0.56791 3.34101  C2 1.366, H8 1.001, H14 1.006
6 O 0.88472 2.99336 -5.28267  C11 1.229
7 C 1.16250 -3.30063 1.63982  O15 1.224, N18 1.370, N23 1.390
8 H 0.06789 -0.01695 2.90865  N5 1.001
9 H 0.28326 4.57341 -2.62259  N28 1.005
10 H 0.66437 0.74691 -2.97369  N13 1.005
11 C 0.30322 3.31394 -4.24846  O6 1.229, N12 1.371, N28 1.363
12 N -0.63048 2.50217 -3.65865  C11 1.371, H24 1.002, H29 1.007
13 N 1.24577 0.04255 -2.55353  H10 1.005, H27 1.010, C30 1.365
14 H -0.39986 -1.31351 3.96919  N5 1.006
15 O 1.57614 -4.38328 1.24637  C7 1.224
16 N -2.79061 -0.99987 4.03718  C2 1.349, H26 1.005, H31 1.001
17 H 1.74178 -1.37958 1.62741  N23 1.007
18 N -0.14488 -2.92551 1.47403  C7 1.370, H21 1.002, H25 1.011
19 H -0.97457 0.06471 -1.43553  N32 1.000
20 O 1.96351 -0.72550 -0.52461  C30 1.233
21 H -0.80032 -3.56133 1.06208  N18 1.002
22 H 1.43785 5.00293 -3.81131  N28 0.999
23 N 1.95010 -2.24844 2.09229  H1 1.006, C7 1.390, H17 1.007
24 H -0.91741 1.67173 -4.13983  N12 1.002
25 H -0.47947 -2.04001 1.82932  N18 1.011
26 H -3.75390 -0.71271 4.01304  N16 1.005
27 H 2.22743 0.08630 -2.78890  N13 1.010
28 N 0.70131 4.39421 -3.51874  H9 1.005, C11 1.363, H22 0.999
29 H -1.22840 2.96542 -2.99398  N12 1.007
30 C 1.05820 -0.29692 -1.24442  N13 1.365, O20 1.233, N32 1.361
31 H -2.57531 -1.91469 4.38262  N16 1.001
32 N -0.21097 -0.07404 -0.80552  H4 1.005, H19 1.000, C30 1.361

=====

(three)
The following is a DFT calculation (ωB97M-V/def2-TZVPD) of 4 unconnected molecules or ions with the total composition C4H16N8O4.

* frontier orbital gap: 9.8 eV
* total charge: 0
* SMILES: NC(N)=O.NC(N)=O.NC(N)=O.NC(N)=O
* E_HOMO: -9.30 eV

Each atom is followed by the atoms it is bonded to, with distances in Å.
Cartesian coordinates (Å):
1 C 12.44477 8.64383 9.15369  O3 1.234, N8 1.361, N28 1.361
2 N 7.95773 8.48714 10.55410  H7 1.001, C24 1.375, H29 1.007
3 O 13.48361 9.30335 9.25081  C1 1.234
4 H 12.32919 8.24124 11.06141  N28 1.004
5 H 13.84370 10.28530 14.36370  N20 1.003
6 N 8.97956 6.54447 9.95575  H11 1.006, H16 1.002, C24 1.352
7 H 7.95486 8.37221 11.54865  N2 1.001
8 N 11.74821 8.62577 7.98495  C1 1.361, H12 1.004, H25 1.004
9 N 13.86483 10.26981 11.94047  H17 1.020, H26 1.008, C30 1.362
10 H 15.80862 14.32982 8.64217  N31 0.999
11 H 9.11344 5.81543 9.27526  N6 1.006
12 H 10.88151 8.14435 7.82809  N8 1.004
13 H 17.07925 13.41809 9.39658  N31 1.005
14 O 16.19859 11.19532 9.15661  C18 1.228
15 N 14.23545 12.22672 8.68802  C18 1.356, H19 1.001, H27 1.010
16 H 8.88015 6.30536 10.92414  N6 1.002
17 H 13.95471 10.07908 10.94260  N9 1.020
18 C 15.56866 12.22559 8.93506  O14 1.228, N15 1.356, N31 1.372
19 H 13.78965 13.06094 8.36032  N15 1.001
20 N 12.89964 10.27194 14.02412  H5 1.003, H23 1.001, C30 1.335
21 H 10.91750 7.67678 10.13027  N28 1.001
22 O 11.62942 10.50272 12.15817  C30 1.245
23 H 12.10783 10.17305 14.62773  N20 1.001
24 C 8.40459 7.69010 9.52699  N2 1.375, N6 1.352, O32 1.227
25 H 12.20325 9.13103 7.24610  N8 1.004
26 H 14.73772 10.14311 12.42891  N9 1.008
27 H 13.73637 11.37667 8.90677  N15 1.010
28 N 11.85794 8.01037 10.20555  C1 1.361, H4 1.004, H21 1.001
29 H 7.51371 9.34630 10.27206  N2 1.007
30 C 12.73646 10.33160 12.70045  N9 1.362, N20 1.335, O22 1.245
31 N 16.17611 13.45573 8.95800  H10 0.999, H13 1.005, C18 1.372
32 O 8.12490 7.89922 8.35119  C24 1.227

=====

Tell me which of them is the least stable. Sure, it is (one).